No. 1
Here is 8 unconnected molecules or ions with the total composition C20H30N8O10 at a distorted geometry from the OMol25 dataset. Energies are from ωB97M-V with the def2-TZVPD basis set.

```
68
Properties=species:S:1:pos:R:3:forces:R:3:mulliken_charge:R:1
O 0.2772 1.5422 -2.5888 0.81 0.52 1.41 -0.317
C 1.3195 -3.7931 1.3059 0.33 -0.62 -0.31 -0.949
C -2.8952 -3.4112 -1.7810 0.51 -1.40 1.76 -0.121
C 3.3348 1.0288 0.8688 -0.37 1.35 -0.93 -0.447
H 2.2850 0.0506 4.9430 0.37 0.65 0.52 0.310
C -2.7787 4.3455 1.4961 -1.91 0.47 -1.62 -0.156
H -2.3838 5.4804 -0.2902 -0.61 0.46 -0.91 0.453
C -2.0929 -3.9064 -2.8042 0.28 0.91 -1.65 -0.181
C -1.2066 -4.9494 -2.6014 -0.25 -0.62 3.20 -0.369
H -0.4386 0.0411 -0.5468 0.09 0.19 -0.33 -0.237
C -0.3603 5.3022 2.2333 -0.66 0.02 -0.93 -0.282
H -1.9262 2.3447 -3.2150 -0.63 0.54 0.18 0.266
H 2.7148 -0.4669 -3.4315 0.18 0.53 0.20 0.420
O -2.2938 1.3770 0.9865 0.71 -0.22 0.27 -0.514
H 1.7857 0.2567 -2.0302 -0.50 0.19 -0.12 0.080
O 0.2960 -1.9062 3.4547 0.09 0.51 0.12 -0.514
H 2.5995 -1.6841 4.5008 0.04 0.36 0.10 0.302
C 2.2175 -0.6093 -2.4732 0.04 -2.28 -1.00 -0.892
H 4.1016 1.1942 -1.1033 -0.30 0.48 -0.10 0.484
C -1.0478 4.4492 3.0808 1.15 0.90 -0.01 -0.464
H 0.6028 3.4856 -0.1341 -1.76 1.62 -0.31 0.677
O -3.3580 0.4221 -0.5826 1.20 -0.71 0.07 -0.642
C -1.6176 1.5641 -3.8724 1.08 0.10 -0.90 -0.730
H -1.6744 -5.3981 0.6207 0.19 -1.12 1.31 0.565
H -0.4366 -5.2892 -3.2799 -0.37 0.09 -0.35 0.430
N 2.1067 -2.6382 0.7975 -1.53 0.53 1.14 0.792
H -0.6769 4.2824 4.0546 0.54 -0.50 0.87 0.476
H 2.4269 -0.4546 3.2083 -0.02 0.18 0.36 0.103
N 1.1738 -1.6775 -2.8960 -0.95 1.10 0.70 1.023
H 0.6978 2.4271 2.1163 -0.55 0.28 0.12 0.481
C 2.2819 2.5075 -0.8136 3.08 -1.14 -1.18 -0.390
H 4.1824 0.3719 1.1708 -1.02 0.39 0.00 0.306
C 1.4175 2.2375 1.3472 1.00 -0.65 1.08 -0.615
H -2.0943 -3.3596 -3.7778 0.11 -0.65 0.85 0.251
N -1.0927 -5.5367 -1.3318 0.49 0.43 -2.18 -0.643
H 2.2405 2.9517 -1.8443 0.21 -0.63 1.20 0.292
C 3.3297 1.5715 -0.4295 -0.99 0.39 0.16 -0.223
O 0.4899 1.2945 -4.7370 0.22 0.27 1.31 -0.582
O 1.5412 -2.8019 -3.1373 0.32 0.28 0.07 -0.610
H 1.7688 -4.1052 2.2188 0.53 -0.21 0.55 0.377
H 1.4395 -4.5482 0.5583 0.14 -0.64 -0.45 0.355
C -2.2472 3.9417 2.6911 -2.63 -1.16 0.30 -0.113
H -1.9183 0.6082 -3.5035 -0.68 -0.61 0.08 0.251
H -1.7587 1.7059 -4.9583 -0.39 -0.01 0.84 0.319
H -3.4488 -2.4826 -1.8420 -0.21 -0.18 -0.34 0.453
H -3.8241 4.1146 1.1304 1.42 -0.27 0.73 0.288
O -0.0018 -1.3119 -2.9720 0.88 -0.21 0.00 -0.456
O -0.0475 -0.4035 4.9678 -0.03 0.07 -0.24 -0.560
N -2.3620 0.5060 0.1457 -1.93 1.05 -0.63 1.068
H -1.5736 -1.3729 -0.4160 0.03 0.33 -0.30 -0.339
C -2.0536 5.2216 0.6787 -1.27 -1.72 1.13 -0.309
C -1.2325 -0.4294 0.0078 -0.35 -0.66 0.41 0.456
N 2.3719 1.3881 1.7461 0.43 -0.51 -0.34 -0.369
N -0.1424 1.4897 -3.6967 -0.86 -0.53 -3.00 0.783
O 1.4925 -1.7183 0.2934 0.04 0.02 -0.48 -0.195
C 2.1502 -0.7221 4.2326 -0.78 -1.22 -0.97 -0.597
H -2.8913 3.2501 3.3005 1.09 0.78 -0.37 0.333
N 0.6670 -1.0084 4.2033 0.36 -0.55 0.10 0.924
C -2.8269 -4.0866 -0.5375 1.32 0.08 -2.51 -0.512
C -1.8774 -5.1205 -0.3671 -1.07 2.05 -1.51 -0.331
H 0.2701 -3.6675 1.4807 -0.36 0.99 -0.28 0.261
N -0.9045 5.6526 1.0359 3.69 1.17 1.01 -0.564
O 3.2889 -2.6442 1.0150 0.73 -0.10 -0.24 -0.561
H 0.6513 5.6783 2.4773 -0.81 -0.08 -0.20 0.351
H 2.8664 -1.1252 -1.7816 0.20 -0.09 0.07 0.382
H -3.3689 -3.7199 0.2668 -0.96 0.49 1.50 0.477
H -0.9147 -0.6047 1.0166 0.40 -0.06 0.46 0.210
C 1.3793 2.8685 0.1245 0.47 -1.38 0.45 -0.211
```
Positions in Å, forces in eV/Å.

Properties
Energy relative to the best compared isomer or geometry (same formula, charge and spin) ... 0.00 kcal per mole
E_LUMO ... 0.0012 hartree
Molar mass ... 542.5 g/mol



No. 2
Here is 5 unconnected molecules or ions with the total composition C20H30O15 at a distorted geometry from the OMol25 dataset. Energies are from ωB97M-V with the def2-TZVPD basis set.

```
65
Properties=species:S:1:pos:R:3:forces:R:3:mulliken_charge:R:1
C -0.7358 -5.9913 3.9331 -0.25 0.80 -1.06 -0.308
H 2.8964 6.9629 -2.9684 0.01 -0.02 -0.01 0.301
H 5.6951 2.3370 -1.9749 0.05 0.23 -0.13 0.369
H 4.1855 2.5452 0.4658 -0.47 0.45 -0.42 0.341
H -0.8323 -4.8524 -1.1077 -0.06 0.16 -0.18 0.338
O -1.8392 -6.1593 4.8125 -0.12 -0.19 0.02 -0.341
H 5.1179 1.2212 -0.0503 -0.18 -0.24 -0.30 0.269
O 2.0547 0.3347 -2.4239 -0.01 0.07 -0.08 -0.512
H -2.6665 -4.0675 0.4757 0.02 -0.08 0.00 0.046
H 1.7008 6.9016 -0.9360 -0.46 -0.17 0.38 0.250
O 3.1303 1.1154 -0.6190 -0.06 0.34 0.12 -0.322
C 1.0682 6.8021 -1.8164 0.67 -0.05 -1.42 0.458
H 3.1477 3.9364 -2.4051 0.06 -0.15 -0.17 0.334
O -1.2011 6.2827 -2.0090 -0.05 0.01 0.02 -0.338
H -2.3446 2.2251 -1.0151 0.15 0.10 0.28 0.252
O -0.9525 4.0988 -2.4567 0.03 -0.12 0.24 -0.511
H -3.3721 0.8615 -0.9518 0.02 -0.32 0.26 0.345
C -0.4467 0.9225 0.9066 0.38 1.52 -1.07 -0.381
C 1.8878 7.3710 -2.9696 -0.23 0.51 0.10 -1.390
C -0.2729 -4.5694 4.2352 0.75 -0.41 1.56 0.496
O -0.9543 0.2212 2.0142 0.22 -0.72 0.32 -0.372
C -1.6742 -5.3186 5.8680 0.52 -0.05 -0.15 0.670
O -0.5620 -4.5741 5.6751 -0.49 0.41 -0.19 -0.374
H -0.7841 0.3990 -1.1775 -0.13 -0.16 -0.08 0.354
H -0.8540 -3.7544 3.8057 -0.14 -0.20 -0.31 0.344
C -3.7279 -3.2034 -2.1438 1.11 0.24 0.20 0.700
H -1.0709 -6.0941 2.9009 -0.15 -0.13 0.08 0.131
H 1.5204 -4.2323 3.0828 -0.21 0.00 -0.01 0.375
H -3.5987 -6.0831 -1.6002 -0.21 0.13 -0.02 0.238
C -1.5604 -0.8986 1.5420 -1.23 0.37 -0.10 0.547
H 0.0560 -6.7170 4.1172 -0.05 -0.06 0.27 0.307
H -2.9439 1.7080 0.5756 -0.10 -0.14 0.03 0.366
O -2.3788 -5.2759 6.8173 -0.20 -0.07 0.21 -0.527
C -1.3474 0.5040 -0.2547 0.04 -0.41 0.67 0.461
O 0.8431 5.4049 -2.0929 -0.15 0.10 0.58 -0.206
H 4.8448 4.4845 -2.5640 -0.16 0.02 -0.17 0.404
O 3.9146 1.5961 -2.6419 0.05 0.07 0.05 -0.382
O -4.0016 -2.3378 -2.9090 -0.36 -0.02 -0.02 -0.546
C 1.2134 -4.3668 4.1263 0.45 -0.15 -1.00 -1.481
H -4.2695 -4.8277 0.3652 0.00 -0.02 -0.02 0.289
C -0.4813 5.1539 -2.1856 -0.02 0.05 -0.52 0.529
C -0.3517 7.3778 -1.6981 0.58 -0.28 0.73 -0.402
C -1.5207 -5.6752 -1.2761 0.05 -1.19 0.51 -1.435
H 1.7249 -5.2689 4.4616 0.08 0.14 0.29 0.364
C 4.6412 2.4810 -1.7609 -0.69 0.06 0.28 0.473
H -0.5288 8.2034 -2.3805 -0.09 0.00 -0.06 0.271
H 1.9436 8.4572 -2.8395 0.19 -0.07 0.02 0.400
H -1.2775 -6.2394 -2.1770 0.19 0.35 -0.16 0.364
C -2.5807 1.3570 -0.3896 -0.01 0.57 -0.82 -1.270
H 0.6138 0.7438 0.7184 -0.04 -0.55 0.16 0.201
H 4.0461 4.4158 -0.9987 0.16 0.00 0.00 0.316
O -2.0193 -1.7769 2.2092 0.64 -0.14 0.26 -0.535
C -3.4650 -4.3675 -0.2054 0.05 0.06 0.34 -0.177
C -2.9590 -5.2345 -1.3615 0.80 0.97 -0.40 0.533
H -1.3670 -6.4108 -0.4757 -0.18 0.21 0.12 0.372
H -0.5233 7.6732 -0.6630 -0.29 0.20 -0.11 0.285
C 4.1422 3.9103 -1.9627 0.31 0.18 0.36 -1.357
O -3.9624 -3.1764 -0.8173 -0.54 -0.25 -0.20 -0.331
H 1.5872 -3.4923 4.6517 -0.24 -0.02 0.24 0.346
H -0.5227 2.0035 1.0498 -0.21 -0.11 0.36 0.273
H 1.4381 7.2025 -3.9484 -0.15 -0.20 0.09 0.352
O -1.7403 -0.8153 0.2199 0.39 -0.19 -0.41 -0.256
O -2.9734 -4.2846 -2.4597 -0.88 -0.44 -0.10 -0.372
C 4.3091 1.8820 -0.3889 0.80 -0.69 0.40 -0.566
C 2.9414 0.9683 -1.9535 0.04 -0.33 0.11 0.627
```
Positions in Å, forces in eV/Å.

Properties
Energy relative to the best compared isomer or geometry (same formula, charge and spin) ... 16.74 kcal per mole
E_LUMO ... 0.0059 hartree
Molar mass ... 510.4 g/mol



No. 3
Here is a molecular structure, C20H30O16Pt at a distorted geometry from the OMol25 dataset. Energies are from ωB97M-V with the def2-TZVPD basis set.

```
67
Properties=species:S:1:pos:R:3:forces:R:3:lowdin_spin:R:1
H -20.0907 -6.6807 -5.6891 0.11 -0.04 -0.34 0.000
O -18.3963 -1.2624 -6.2696 1.44 -0.13 -0.12 0.000
O -20.2004 -5.1935 -7.2013 -0.80 -1.40 -0.12 0.000
C -19.6962 0.1218 -4.9767 -2.17 -1.71 1.84 0.000
H -21.4647 -1.2465 -4.6705 0.98 -0.48 -0.24 0.000
O -25.0991 -2.1659 -6.9099 -0.02 0.52 0.76 0.173
C -28.1375 -3.3604 -7.8702 -0.32 0.21 0.95 0.015
O -22.3162 -3.2439 -10.3044 -1.80 -0.23 0.52 0.000
C -18.6664 -1.0336 -4.8964 -1.35 0.13 -0.03 0.000
O -22.8704 -4.7890 -11.7709 -0.69 -0.17 -0.35 0.000
C -20.6868 -5.8183 -5.9794 0.77 3.53 1.93 0.000
H -28.7189 -3.8530 -8.6447 -0.13 -0.32 0.35 0.005
C -19.9602 -3.2167 -10.4607 1.18 0.52 0.13 0.000
H -21.8870 0.2715 -4.3543 0.64 1.01 -0.09 0.000
C -19.1343 -0.4776 -7.0740 -1.00 -1.43 -0.85 0.000
H -22.4626 -0.9278 -7.1090 0.39 -0.15 0.55 0.000
C -25.2729 -1.2316 -10.4453 -0.29 1.33 0.40 0.000
H -19.1981 -2.6999 -11.0506 -0.02 -0.24 -0.26 0.000
H -20.9226 -5.1236 -12.4467 0.00 -0.10 0.59 0.000
O -27.8349 2.4658 -10.4851 0.17 -0.23 0.37 0.000
C -20.9581 -5.7764 -8.1665 1.53 -1.01 -1.29 0.000
H -25.0839 0.7120 -7.8983 0.59 0.64 0.03 0.000
O -30.1422 -3.1112 -6.5363 0.51 -0.34 0.66 0.043
C -26.0329 -0.2674 -9.4810 -0.32 -1.67 -1.10 0.000
H -19.4221 1.0184 -4.4217 0.46 0.60 -1.15 0.000
O -20.0623 0.1642 -6.3512 1.01 1.69 0.18 0.000
O -28.2135 -2.5913 -5.6153 2.74 -0.39 2.12 0.455
H -19.5168 -4.1320 -10.0784 -0.46 -0.34 -0.37 0.000
O -24.2784 -4.3362 -10.0534 -0.14 0.46 -0.50 0.000
H -24.8112 -0.5051 -11.1201 0.12 -0.32 -0.36 0.000
C -23.3063 -4.0931 -10.6975 1.67 -1.31 0.58 0.000
C -20.5764 -4.6344 -4.9520 -0.59 -0.48 0.33 0.000
H -19.6474 -4.4233 -4.4215 0.32 -0.74 -0.29 0.000
C -25.1755 0.8814 -8.9687 -1.41 -1.45 0.11 0.000
C -21.6146 -4.2984 -12.2842 -0.63 -0.33 0.57 0.000
C -21.2651 -3.2417 -11.2156 1.36 1.16 -1.36 0.000
C -20.9836 -0.3428 -4.2805 -1.27 -0.29 0.67 0.000
C -27.0442 1.6943 -10.0390 0.45 0.14 -0.59 0.000
H -20.0240 -2.5562 -9.5926 -0.45 0.04 -0.04 0.000
H -21.3442 -4.7619 -4.1853 0.02 0.03 0.07 0.000
Pt -25.9850 -3.1063 -4.9897 -0.69 1.08 -2.02 1.223
H -27.1936 -3.8543 -7.6507 0.10 0.07 -0.37 -0.002
H -17.7927 -0.9240 -4.2585 0.29 0.51 -0.52 0.000
H -21.3294 -2.2994 -11.7727 0.09 0.20 0.31 0.000
H -26.6966 -0.7689 -8.7749 0.80 -0.14 0.53 0.000
H -24.4791 -1.8391 -10.0221 -0.27 -0.02 0.37 0.000
H -20.7974 -3.6974 -5.4634 -0.29 -0.19 -0.21 0.000
C -28.9284 -3.1141 -6.5596 -1.03 0.16 -2.91 0.026
H -20.8418 -0.5007 -3.2089 0.22 0.00 -0.01 0.000
O -22.0950 -6.2655 -7.6828 -1.09 0.30 -0.49 0.000
C -22.7211 -1.9639 -7.3511 -0.81 1.24 0.09 0.005
H -24.2682 0.7712 -9.5597 0.37 1.12 0.34 0.000
C -22.1328 -6.1443 -6.2788 0.14 -1.42 0.58 0.000
H -25.9681 -1.8359 -11.0228 -0.01 -0.13 0.19 0.000
H -21.8698 -2.6282 -7.2431 -0.05 0.00 0.04 0.002
O -25.9969 2.0195 -9.2488 0.86 0.63 0.64 0.000
H -22.9000 -5.4876 -5.8647 0.27 0.58 -0.57 0.000
O -26.9735 0.3914 -10.3126 -1.11 0.20 -0.91 0.000
H -21.8205 -3.8914 -13.2743 0.07 0.35 0.15 0.000
H -23.0080 -1.8072 -8.3886 -0.14 -0.76 -0.05 0.001
H -19.2212 -1.8797 -4.4854 0.24 -0.30 -0.25 0.000
O -19.1439 -0.5424 -8.2676 0.44 0.37 0.57 0.000
O -20.5728 -5.9964 -9.2818 -0.57 0.72 0.36 0.000
C -23.9126 -2.3561 -6.4970 -0.30 -0.75 -2.01 0.009
H -27.9784 -2.3434 -8.2300 0.39 -0.06 -0.02 0.000
H -22.3807 -7.1405 -5.9005 0.05 0.06 0.05 0.000
O -23.7415 -3.0371 -5.4622 -0.58 -0.49 1.83 0.043
```
Positions in Å, forces in eV/Å.

Properties
2S+1 ... 3
E_LUMO (spin up / spin down) ... -0.0633 / -0.1439 hartree
Molar mass ... 721.5 g/mol



| no. | total energy (Eh) |
| --- | --- |
| 1 | -1970.01239 |
| 2 | -1908.76068 |
| 3 | -2103.11774 |